ORCA calculation (ωB97M-V/def2-TZVPD) on a 14-piece molecular cluster, C41H115N5O14 overall in a non-equilibrium geometry.

The maximum force comes out at 1.50 eV/Å. The calculation puts the calculated total energy at -2958.0633 Eh. Its net charge is 0.

Atoms and positions in Å:
C 0.681 7.747 0.126
C 2.005 7.112 -0.229
C 1.993 5.601 -0.007
O 2.259 7.382 -1.612
H -0.111 7.382 -0.524
H 0.733 8.832 0.027
H 0.419 7.510 1.160
H 2.812 7.534 0.382
H 3.005 5.211 -0.111
H 1.282 5.152 -0.696
H 1.708 5.388 1.028
H 2.537 6.571 -2.050
C 1.109 -0.402 6.141
C 1.712 0.828 5.508
C 0.872 1.376 4.390
O 1.793 1.872 6.494
H 1.773 -0.794 6.917
H 0.971 -1.215 5.421
H 0.135 -0.153 6.557
H 2.734 0.713 5.129
H 1.296 2.327 4.049
H -0.137 1.681 4.687
H 0.811 0.671 3.563
H 2.246 1.551 7.278
C -3.980 3.273 1.576
C -2.978 3.701 0.498
C -3.605 3.743 -0.884
O -2.378 4.949 0.826
H -4.992 3.613 1.362
H -3.598 3.753 2.484
H -3.934 2.210 1.794
H -2.191 2.942 0.447
H -4.032 2.771 -1.154
H -2.889 3.997 -1.671
H -4.396 4.499 -0.974
H -3.112 5.573 0.925
C -3.720 -2.034 -3.438
C -3.317 -2.659 -2.131
C -2.078 -2.023 -1.547
O -4.447 -2.420 -1.259
H -3.825 -0.950 -3.299
H -4.691 -2.375 -3.791
H -2.962 -2.145 -4.218
H -3.171 -3.742 -2.231
H -1.896 -2.311 -0.511
H -2.202 -0.935 -1.483
H -1.153 -2.165 -2.115
H -4.263 -2.811 -0.394
C 0.065 -1.098 0.590
C 0.482 0.039 -0.317
C -0.026 1.350 0.262
O 1.877 0.047 -0.514
H -1.026 -1.215 0.571
H 0.394 -0.996 1.625
H 0.397 -2.068 0.199
H -0.007 -0.115 -1.285
H 0.436 1.523 1.240
H -1.112 1.318 0.401
H 0.188 2.201 -0.387
H 2.333 0.300 0.316
C 5.411 0.851 2.650
C 4.208 1.535 2.033
C 4.469 2.018 0.636
O 3.166 0.546 1.908
H 5.751 0.012 2.038
H 5.130 0.501 3.650
H 6.309 1.463 2.780
H 3.821 2.341 2.659
H 3.545 2.278 0.114
H 4.998 1.284 0.025
H 5.048 2.948 0.600
H 3.295 -0.179 2.550
C -2.272 1.584 -2.518
C -2.915 2.131 -3.772
C -3.987 3.161 -3.428
O -4.996 2.625 -2.590
C -5.858 1.741 -3.231
N -1.842 2.702 -4.623
H -1.491 0.850 -2.750
H -2.971 1.061 -1.859
H -1.837 2.369 -1.889
H -3.423 1.345 -4.352
H -4.462 3.494 -4.369
H -3.596 4.028 -2.901
H -6.671 1.567 -2.535
H -5.349 0.803 -3.469
H -6.256 2.153 -4.167
H -1.164 1.946 -4.762
H -2.195 2.860 -5.571
C -2.122 -1.566 3.518
C -3.534 -1.092 3.245
C -3.620 -0.621 1.826
O -4.957 -0.384 1.492
C -5.085 0.028 0.171
N -4.450 -2.250 3.421
H -1.898 -2.430 2.888
H -1.997 -1.930 4.538
H -1.407 -0.794 3.225
H -3.842 -0.303 3.942
H -3.187 -1.348 1.126
H -3.060 0.328 1.767
H -4.755 -0.730 -0.552
H -4.580 0.985 0.018
H -6.143 0.171 -0.046
H -4.353 -2.592 4.376
H -5.416 -1.935 3.339
C 7.054 -5.232 0.029
C 7.013 -3.850 0.653
C 5.710 -3.139 0.406
O 5.631 -2.757 -0.953
C 4.567 -1.879 -1.196
N 7.182 -3.909 2.115
H 6.216 -5.838 0.391
H 7.950 -5.762 0.358
H 7.022 -5.193 -1.061
H 7.822 -3.238 0.246
H 5.603 -2.254 1.047
H 4.895 -3.861 0.620
H 3.603 -2.395 -1.150
H 4.711 -1.522 -2.214
H 4.577 -1.042 -0.492
H 6.411 -4.459 2.504
H 8.005 -4.438 2.387
C -1.487 -4.409 1.135
C -2.183 -5.722 1.477
C -2.544 -5.772 2.962
O -1.379 -5.539 3.762
C -1.700 -5.290 5.106
N -3.396 -5.813 0.625
H -0.670 -4.143 1.805
H -2.186 -3.569 1.118
H -1.102 -4.495 0.113
H -1.594 -6.615 1.250
H -2.902 -6.794 3.197
H -3.349 -5.061 3.205
H -1.969 -4.233 5.248
H -0.836 -5.561 5.707
H -2.569 -5.865 5.452
H -3.935 -6.659 0.784
H -3.999 -5.015 0.819
C 1.862 2.692 -4.820
C 1.672 1.691 -3.682
C 1.398 0.298 -4.213
O 0.252 0.366 -5.054
C -0.251 -0.892 -5.445
N 2.922 1.691 -2.869
H 2.564 2.272 -5.551
H 2.222 3.658 -4.486
H 0.939 2.852 -5.389
H 0.829 1.984 -3.051
H 1.131 -0.377 -3.381
H 2.284 -0.141 -4.697
H -0.914 -1.353 -4.698
H 0.517 -1.619 -5.740
H -0.869 -0.723 -6.336
H 3.648 1.180 -3.379
H 2.690 1.036 -2.106
C 2.698 -3.150 2.955
O 3.218 -1.889 3.417
H 2.068 -2.997 2.084
H 3.521 -3.829 2.733
H 2.070 -3.590 3.739
H 4.068 -2.018 3.841
C 1.467 -3.681 -2.937
O 1.397 -4.895 -3.685
H 1.014 -3.831 -1.963
H 2.510 -3.378 -2.800
H 0.977 -2.864 -3.480
H 1.910 -4.731 -4.485
C -0.478 5.580 -2.844
O -1.605 5.430 -3.670
H -0.252 6.640 -2.737
H -0.627 5.183 -1.826
H 0.417 5.082 -3.252
H -1.728 4.474 -3.937

Forces on atoms 1 to 2 (eV/Å):
0.001 0.206 0.313
-0.097 -0.621 -0.273